A molecular structure, C8H9FI2NdO4SYb, computed with ωB97M-V/def2-TZVPD.

Summary:
HOMO energy (spin up / spin down) ... -22.66 / -22.69 eV
Frontier orbital gap (spin up / spin down) ... 0.232 / 0.234 Ha
Lowest unoccupied orbital energy (spin up / spin down) ... -16.341 / -16.334 eV
Multiplicity ... 5
⟨S²⟩ ... 6.01
Net charge ... +4

Last column: Mulliken charge in e.
Element x y z (Å)
I: -4.257 -0.290 1.423  0.292
I: -3.868 -2.257 -0.834  0.348
Yb: -0.674 -2.799 -0.127  1.308
Nd: -1.242 -0.364 2.679  1.441
S: -1.176 -0.219 -0.075  0.168
C: 0.704 1.580 2.599  0.172
C: 0.358 -0.717 4.754  0.301
C: 0.018 1.199 -1.056  0.846
C: -0.245 0.852 -2.539  -1.135
C: 1.519 1.218 -0.766  -1.040
C: -0.632 2.520 -0.605  -1.153
C: 1.247 -4.576 0.211  0.139
C: 1.540 -2.156 -1.621  0.055
O: 0.615 -0.760 5.886  -0.008
O: 1.204 2.607 2.741  -0.018
O: 1.684 -5.650 0.253  0.045
O: 2.238 -2.051 -2.524  0.002
H: 0.103 1.650 -3.247  0.437
H: -1.337 0.709 -2.654  0.369
H: 0.208 -0.142 -2.784  0.210
H: 2.008 2.023 -1.371  0.439
H: 2.011 0.263 -1.018  0.156
H: 1.741 1.415 0.298  0.127
H: -0.302 3.399 -1.216  0.447
H: -0.444 2.688 0.483  0.184
H: -1.726 2.397 -0.691  0.386
F: -1.294 -2.538 1.803  -0.519

2 unconnected molecules or ions with the total composition C28H47BN3O14S, computed with ωB97M-V/def2-TZVPD.

Summary:
HOMO energy ... -2.48 eV
Frontier orbital gap ... 0.125 Ha
Lowest unoccupied orbital energy ... 0.914 eV
Multiplicity ... 1
Net charge ... -1
Relative energy (zero: lowest compared OMol25 entry of this formula, charge and spin) ... 0.0 kJ/mol

Last column: Mulliken charge in e.
Element x y z (Å)
C: -3.045 0.054 -3.103  -0.658
O: -2.564 1.131 -2.314  -0.621
B: -2.642 0.940 -0.921  -0.043
O: -3.912 0.688 -0.422  -0.649
C: -1.336 1.101 0.018  0.864
C: -1.916 1.911 1.258  -0.813
C: -2.691 3.208 0.943  -1.167
O: -4.090 3.130 1.198  -0.592
C: -0.882 -0.255 0.711  -0.685
C: -1.976 -1.301 0.970  -1.664
C: -2.149 -2.360 -0.158  1.166
C: -2.892 -3.592 0.483  -1.040
C: -2.465 -4.857 -0.321  -0.963
C: -1.047 -5.358 0.039  -0.308
N: -0.689 -5.167 1.473  -0.677
O: 0.210 -0.932 0.100  0.087
C: 1.288 -0.025 -0.094  0.783
C: 2.654 -0.735 -0.252  -2.254
O: 2.564 -1.983 0.422  0.129
C: 3.516 -2.124 1.441  -0.660
O: 4.763 -2.553 0.917  -0.432
C: 4.880 -3.954 0.932  -0.681
C: 3.967 -4.668 -0.084  0.010
O: 4.044 -4.000 -1.339  -0.529
C: 0.833 0.882 -1.290  0.391
C: 0.267 0.050 -2.455  0.326
C: 1.244 -0.954 -3.088  -0.755
O: 1.297 -2.070 -2.725  -0.394
O: 2.053 -0.541 -4.138  -0.525
C: 2.112 1.641 -1.770  -0.760
C: 1.863 2.785 -2.761  -0.650
O: 2.773 3.509 -2.983  -0.537
N: 0.616 3.001 -3.453  0.505
C: 0.075 4.366 -3.269  -0.880
C: 0.704 2.601 -4.857  -0.784
N: -0.202 1.820 -0.704  1.159
S: 0.493 3.155 0.236  -0.004
H: -3.629 0.458 -3.946  0.335
H: -3.691 -0.666 -2.584  0.259
H: -2.219 -0.517 -3.565  0.164
H: -4.082 -0.265 -0.422  0.487
H: -2.657 1.218 1.687  0.772
H: -1.173 2.001 2.074  0.301
H: -2.483 3.663 -0.045  0.096
H: -2.321 3.963 1.663  0.549
H: -4.228 3.395 2.116  0.389
H: -0.525 0.047 1.721  0.015
H: -2.931 -0.888 1.318  0.435
H: -1.618 -1.880 1.838  0.924
H: -1.197 -2.756 -0.525  -0.381
H: -2.826 -2.002 -0.950  -0.317
H: -2.655 -3.709 1.547  0.600
H: -3.984 -3.484 0.394  0.392
H: -3.244 -5.634 -0.276  0.430
H: -2.430 -4.540 -1.381  0.361
H: -0.338 -4.735 -0.547  -0.002
H: -0.857 -6.385 -0.306  0.496
H: -0.246 -4.247 1.511  0.256
H: 0.099 -5.796 1.633  0.327
H: 1.349 0.539 0.861  0.568
H: 3.039 -0.857 -1.271  0.292
H: 3.397 -0.124 0.292  0.575
H: 3.623 -1.244 2.093  0.483
H: 3.148 -2.945 2.084  0.330
H: 5.924 -4.192 0.668  0.371
H: 4.719 -4.402 1.932  0.343
H: 2.922 -4.581 0.273  -0.051
H: 4.222 -5.735 -0.205  0.393
H: 3.195 -4.065 -1.791  0.295
H: -0.594 -0.563 -2.160  -0.441
H: -0.120 0.684 -3.269  0.677
H: 1.579 -0.593 -4.981  0.360
H: 2.786 0.952 -2.307  0.545
H: 2.743 1.978 -0.939  0.775
H: -0.692 4.336 -2.481  0.169
H: 0.832 5.106 -2.972  0.313
H: -0.338 4.695 -4.229  0.404
H: 0.930 1.536 -4.987  0.022
H: 1.417 3.224 -5.431  0.381
H: -0.287 2.763 -5.310  0.381
H: -0.579 2.317 -1.529  0.873
H: 1.589 2.647 0.862  0.179
C: -1.568 3.456 5.786  -0.894
C: -0.889 4.602 6.187  0.321
C: 0.528 4.741 5.587  0.479
O: 1.240 5.726 5.771  -0.722
C: 1.033 3.648 4.771  -0.900
C: 0.357 2.513 4.398  0.678
C: -1.094 2.427 4.908  0.810
O: -1.857 1.498 4.577  -0.790
O: 0.782 1.559 3.682  -0.735
O: -1.300 5.498 6.948  -0.774
H: -2.577 3.286 6.150  0.354
H: 2.060 3.787 4.440  0.347

C5H10O2 in the gas phase, computed with ωB97M-V/def2-TZVPD.

Summary:
HOMO energy ... -9.84 eV
Frontier orbital gap ... 0.398 Ha
Structure (SMILES) ... C[C@@H]1OCC[C@H]1O
Lowest unoccupied orbital energy ... 0.992 eV
Multiplicity ... 1
Relative energy (zero: lowest compared OMol25 entry of this formula, charge and spin) ... 136.3 kJ/mol

Last column: Mulliken charge in e.
Element x y z (Å)
C: -0.516 0.236 -1.495  -0.733
C: -0.555 1.532 -0.671  -0.392
O: -0.599 1.123 0.682  -0.424
C: 0.326 0.052 0.770  0.340
C: 0.202 -0.633 2.115  -1.458
C: 0.006 -0.806 -0.470  0.132
O: 1.135 -1.504 -0.952  -0.516
H: 0.151 0.348 -2.368  0.387
H: 1.303 -1.056 -1.783  0.308
H: -1.491 -0.053 -1.892  0.227
H: 0.364 2.114 -0.849  0.272
H: -1.419 2.166 -0.875  0.303
H: 1.355 0.435 0.643  0.193
H: 0.939 -1.439 2.198  0.363
H: 0.375 0.082 2.925  0.345
H: -0.799 -1.058 2.242  0.348
H: -0.777 -1.537 -0.221  0.304

A molecular structure, C34H34N3O8P2PdS, computed with ωB97M-V/def2-TZVPD.

Summary:
HOMO energy ... -10.22 eV
Frontier orbital gap ... 0.217 Ha
Lowest unoccupied orbital energy ... -4.325 eV
Multiplicity ... 1
Net charge ... +1
Relative energy (zero: lowest compared OMol25 entry of this formula, charge and spin) ... 0.0 kJ/mol

Last column: Mulliken charge in e.
Element x y z (Å)
Pd: -1.253 0.578 -0.412  -0.014
O: -1.807 6.539 -1.978  -0.523
P: -1.133 5.404 -1.134  0.914
O: 1.449 3.831 -2.317  -0.601
O: -1.454 5.328 0.282  -0.654
O: -1.110 4.110 -1.987  0.280
P: -2.536 3.184 -2.108  0.302
O: -2.241 2.422 -3.465  -0.544
O: -3.577 4.222 -2.213  -0.839
O: -2.432 2.214 -0.986  -0.050
H: -2.639 6.203 -2.375  0.466
H: -2.635 2.860 -4.230  0.342
C: -1.153 -3.912 2.662  -1.140
C: -1.145 -4.978 1.601  1.456
C: -1.684 -6.237 1.845  -0.690
C: -1.679 -7.226 0.872  -0.656
C: -1.132 -6.974 -0.377  -0.627
C: -0.602 -5.722 -0.648  -0.380
C: -0.608 -4.738 0.332  -0.976
N: -0.052 -3.454 0.028  0.521
C: -0.797 -2.317 -0.025  0.072
N: -2.120 -2.496 -0.210  -0.010
C: -3.114 -1.596 0.244  0.647
C: -2.877 -0.231 0.295  -0.191
C: -3.848 0.594 0.860  -0.473
C: -5.044 0.061 1.308  -0.974
C: -5.289 -1.299 1.188  -0.761
C: -4.332 -2.151 0.664  1.026
C: -4.590 -3.631 0.549  -1.345
N: -0.272 -1.121 0.087  0.387
C: 1.122 -1.072 0.402  -1.891
C: 1.503 -0.822 1.717  0.244
C: 2.842 -0.851 2.077  -1.352
C: 3.803 -1.143 1.119  -0.778
C: 3.421 -1.368 -0.195  -0.966
C: 2.084 -1.320 -0.585  2.546
C: 1.684 -1.543 -2.017  -1.437
H: -1.301 -4.354 3.645  0.528
H: -1.958 -3.190 2.497  0.185
H: -0.215 -3.356 2.673  0.150
H: -2.104 -6.446 2.821  0.435
H: -2.100 -8.198 1.092  0.412
H: -1.123 -7.742 -1.138  0.414
H: -0.181 -5.493 -1.619  0.478
H: 0.950 -3.345 0.059  0.309
H: -2.408 -3.455 -0.328  0.228
H: -3.679 1.658 0.926  0.578
H: -5.795 0.711 1.737  0.399
H: -6.235 -1.712 1.518  0.370
H: -5.583 -3.871 0.924  0.411
H: -3.871 -4.223 1.123  0.176
H: -4.546 -3.973 -0.489  0.372
H: 0.730 -0.620 2.449  0.619
H: 3.130 -0.671 3.105  0.485
H: 4.849 -1.193 1.392  0.522
H: 4.175 -1.584 -0.943  0.472
H: 2.560 -1.742 -2.633  0.509
H: 1.167 -0.666 -2.411  0.095
H: 0.999 -2.386 -2.125  0.267
O: 0.779 1.688 -0.940  -0.465
S: 1.517 2.232 0.278  0.399
C: 3.255 2.020 -0.054  0.920
C: 3.709 1.662 -1.313  0.022
C: 5.074 1.510 -1.506  -0.878
C: 5.955 1.707 -0.452  -0.518
C: 5.481 2.047 0.808  -0.838
C: 4.119 2.199 1.015  -0.368
C: 1.396 3.999 0.065  0.685
C: 1.284 4.533 -1.233  -0.775
C: 0.801 5.884 -1.355  0.129
C: 0.990 6.764 -0.227  -0.633
C: 1.210 6.242 1.008  -0.734
C: 1.314 4.838 1.149  -0.295
H: 3.013 1.465 -2.117  0.296
H: 5.448 1.228 -2.482  0.477
H: 7.018 1.586 -0.611  0.430
H: 6.169 2.181 1.632  0.461
H: 3.735 2.433 2.002  0.457
H: 1.259 2.878 -2.116  0.255
H: 0.822 6.301 -2.357  0.722
H: 0.836 7.826 -0.364  0.468
H: 1.250 6.876 1.882  0.455
H: 1.354 4.407 2.144  0.581

A molecular structure, C39H43Ge2N6PtS3, computed with ωB97M-V/def2-TZVPD.

Summary:
HOMO energy (spin up / spin down) ... -17.54 / -17.54 eV
Frontier orbital gap (spin up / spin down) ... 0.192 / 0.120 Ha
Lowest unoccupied orbital energy (spin up / spin down) ... -12.313 / -14.283 eV
Multiplicity ... 2
⟨S²⟩ ... 0.75
Net charge ... +4
Relative energy (zero: lowest compared OMol25 entry of this formula, charge and spin) ... 52.7 kJ/mol

Last column: Mulliken charge in e.
Element x y z (Å)
Pt: 0.323 0.634 -0.532  -0.467
C: -3.398 -0.097 -2.682  -0.917
C: -2.457 0.508 -1.855  -0.418
N: -1.253 -0.033 -1.684  0.544
C: -0.975 -1.190 -2.344  -0.221
C: -1.940 -1.760 -3.165  -0.062
N: -3.139 -1.221 -3.327  -0.492
C: 0.375 -1.739 -2.140  0.122
C: 0.922 -2.854 -2.733  -0.526
C: 2.254 -3.213 -2.447  0.389
C: 2.990 -2.392 -1.574  -0.899
C: 2.396 -1.284 -1.010  0.672
N: 1.110 -0.999 -1.289  0.653
C: 3.028 -0.281 -0.138  0.121
C: 4.336 -0.349 0.314  -0.214
N: 4.876 0.596 1.072  -0.463
C: 4.116 1.623 1.399  -0.849
C: 2.788 1.723 0.983  0.010
N: 2.251 0.783 0.211  0.156
C: 2.860 -4.402 -3.050  0.352
C: 2.494 -4.819 -4.327  -0.494
C: 3.109 -5.948 -4.855  -0.547
N: 4.011 -6.657 -4.186  -0.477
C: 4.353 -6.266 -2.965  -0.528
C: 3.816 -5.138 -2.356  -0.605
H: -4.380 0.341 -2.815  0.464
H: -2.671 1.414 -1.318  0.637
H: -1.743 -2.678 -3.703  0.530
H: 0.339 -3.468 -3.403  0.657
H: 4.028 -2.618 -1.383  0.833
H: 4.972 -1.185 0.056  0.495
H: 4.554 2.400 2.013  0.445
H: 2.165 2.544 1.299  0.641
H: 1.788 -4.266 -4.934  0.480
H: 2.868 -6.290 -5.852  0.405
H: 5.084 -6.874 -2.449  0.402
H: 4.117 -4.883 -1.348  0.495
C: -2.738 5.995 -2.442  -0.549
C: -1.460 5.578 -3.264  -0.812
S: -1.061 3.830 -3.303  0.081
C: 0.510 3.748 -2.408  -0.682
C: 0.519 4.054 -0.916  -1.074
S: -0.198 2.847 0.259  0.365
C: -1.840 3.532 0.682  0.271
C: -2.693 4.087 -0.456  -0.574
S: -2.472 5.848 -0.703  0.180
H: -3.602 5.404 -2.747  0.390
H: -2.937 7.051 -2.634  0.484
H: -0.592 6.165 -2.965  0.458
H: -1.709 5.861 -4.291  0.501
H: 1.206 4.435 -2.895  0.739
H: 0.887 2.741 -2.606  0.087
H: 0.030 5.002 -0.683  0.614
H: 1.553 4.173 -0.588  0.575
H: -1.611 4.297 1.426  0.918
H: -2.354 2.724 1.200  -1.179
H: -3.759 3.936 -0.246  0.929
H: -2.478 3.620 -1.426  -0.353
C: -2.525 -3.040 0.597  -0.989
Ge: -0.944 -2.848 1.712  0.568
C: 0.609 -3.784 1.016  -0.593
C: -1.245 -3.048 3.625  -1.075
Ge: -0.591 -0.365 1.929  -0.875
C: -2.280 0.500 2.298  1.012
C: -2.487 1.090 3.553  -0.792
C: -3.748 1.545 3.918  -0.914
C: -4.813 1.430 3.037  -0.729
C: -4.630 0.825 1.797  -0.993
C: -3.378 0.353 1.440  -0.215
C: 0.818 0.289 3.060  0.970
C: 1.859 -0.605 3.351  -0.002
C: 2.882 -0.243 4.212  -0.941
C: 2.889 1.027 4.776  -0.682
C: 1.875 1.934 4.482  -1.007
C: 0.846 1.568 3.630  0.165
H: -2.710 -4.100 0.418  0.500
H: -2.389 -2.556 -0.372  0.190
H: -3.401 -2.619 1.087  0.386
H: 0.467 -4.851 1.188  0.540
H: 1.530 -3.486 1.514  0.359
H: 0.704 -3.632 -0.056  -0.045
H: -1.401 -4.114 3.810  0.515
H: -2.137 -2.512 3.946  0.386
H: -0.386 -2.724 4.210  0.399
H: -1.678 1.172 4.267  0.599
H: -3.901 1.977 4.897  0.511
H: -5.794 1.781 3.328  0.483
H: -5.476 0.688 1.136  0.523
H: -3.268 -0.185 0.511  0.703
H: 1.854 -1.603 2.927  0.385
H: 3.664 -0.948 4.459  0.510
H: 3.680 1.308 5.459  0.479
H: 1.882 2.914 4.938  0.504
H: 0.054 2.278 3.424  0.473

C5H14N2 in the gas phase, computed with ωB97M-V/def2-TZVPD.

Summary:
HOMO energy ... -8.63 eV
Frontier orbital gap ... 0.357 Ha
Structure (SMILES) ... CC(C)CNCN
Lowest unoccupied orbital energy ... 1.094 eV
Multiplicity ... 1
Relative energy (zero: lowest compared OMol25 entry of this formula, charge and spin) ... 246.6 kJ/mol

Last column: Mulliken charge in e.
Element x y z (Å)
C: -0.583 -0.350 0.225  -0.963
C: -1.387 1.153 0.013  0.551
C: -2.599 0.942 -1.019  -1.290
C: -0.448 2.313 -0.504  -1.342
N: 0.807 -0.298 0.585  -0.325
C: 1.611 -1.511 0.996  -0.305
N: 2.457 -2.146 -0.117  -0.674
H: -0.699 -0.923 -0.674  0.398
H: -1.239 -0.913 0.889  0.377
H: -1.732 1.441 1.016  0.241
H: -3.058 -0.144 -0.908  0.321
H: -2.325 0.855 -2.139  0.284
H: -3.207 1.820 -0.908  0.396
H: 0.154 2.121 -1.363  0.357
H: -1.152 3.093 -0.835  0.420
H: 0.071 2.795 0.361  0.306
H: 1.381 -0.051 -0.226  0.236
H: 2.386 -1.169 1.904  0.224
H: 0.852 -2.285 1.334  0.301
H: 3.350 -1.719 -0.221  0.242
H: 2.800 -3.089 0.232  0.246

no.,energy (eV),maximum force (eV Å⁻¹)
1,-93148.2285,6.73
2,-74441.0521,2.70
3,-9441.6306,0.70
4,-89553.5906,0.47
5,-198827.5962,0.87
6,-8390.0629,3.24